# 1
Computed, not measured: a 12-piece molecular cluster, C40H72O28S4 overall at a distorted geometry, with the ωB97M-V functional and the def2-TZVPD basis.

Values from the calculation:
HOMO-LUMO gap (spin up / spin down) = 7.22 / 3.02 eV
E_HOMO (spin up / spin down) = -10.487 / -10.487 eV

Structure (ORCA input):
```
! wB97M-V def2-TZVPD RIJCOSX def2/J DEFGRID3
* xyz 1 2
H 4.8217 1.1715 2.6920
H 5.4351 -2.7535 -2.7029
H -5.7481 0.2165 2.0764
H 0.0947 -1.6919 0.7507
H -0.5058 0.2335 5.7010
C 3.9723 0.7275 2.1728
H -3.2939 0.2661 5.7744
H 2.6891 0.3373 -5.3333
H 4.1112 3.2760 0.5564
C -1.3662 3.1031 -4.5923
S 3.3020 -5.5135 -0.3894
C -1.1800 4.7692 3.1180
C -4.4777 -3.5132 5.1849
H -0.6318 6.7142 2.1750
O -2.1871 -0.8779 -4.4714
O -0.2852 4.0196 3.8478
H -2.1796 0.8023 0.3142
H -5.1786 -2.7264 4.9059
C 1.8461 0.0018 -1.1210
H -3.8735 -3.1673 6.0236
H 2.5218 2.8654 0.1015
C -0.2600 5.6940 2.2696
H 9.0737 -2.9488 -1.7835
H -2.7822 -3.5015 -3.2408
H -1.1494 1.8072 5.2994
H 0.7705 -3.3908 -5.5074
O -2.2446 -2.3738 1.3852
C -4.7351 -4.3067 2.7752
O -4.6304 -5.0735 -2.3993
H -3.4265 -1.1834 4.6953
C -0.0046 5.1632 0.8280
O 1.8280 -1.2387 4.5657
C -3.5240 1.4878 3.0457
H -5.6861 -3.9337 3.1555
H 1.9308 -3.4853 0.1782
H -4.8626 -1.6449 -2.7443
O 2.2538 -1.1557 2.4406
O -6.3746 0.9551 -1.2922
C -5.4925 -2.5288 -2.6445
O 3.0054 4.9251 -0.1664
O -0.5653 3.9575 -2.6250
H 2.8487 -0.9448 -4.1185
C 3.3233 3.5635 -0.1398
C 5.2820 2.7281 -1.5531
O -2.3699 3.2820 -3.6411
H 8.4212 -1.3943 -2.3758
H 3.0840 2.6853 -1.9460
H 5.6914 -1.0042 -2.3983
H -1.5037 -0.6799 3.4567
C -0.9802 -1.1714 -4.5598
H 3.0028 -5.6898 -2.8493
O -2.4474 3.7606 -1.4087
H 3.1726 1.4388 1.9664
H -0.0087 1.1986 4.2015
H 3.2757 -3.9798 -2.2383
O 0.0594 -0.4351 -4.8642
O -4.1908 0.6121 3.9364
C 3.4448 5.5003 -1.2778
C -1.9292 0.1462 4.0266
H 3.6711 -3.2670 0.3090
H 4.6907 -1.9867 -1.3419
H 0.7792 1.7913 -3.2961
H 1.3492 -2.7868 -3.9084
H -1.8982 -3.4253 -1.6809
C -1.8427 3.6401 -2.4675
H -7.9810 1.5416 1.9689
H 3.0675 -1.2400 -5.8283
O -2.2254 1.1664 3.0651
O -2.8830 -3.1028 3.4636
H -1.7780 4.1331 2.4654
O 6.7319 -3.9735 -0.6466
H -6.4239 -2.1178 -2.2549
H -2.8093 -2.0727 -2.0399
H -1.2376 2.0384 -4.7869
S -4.5098 -3.7072 -1.6371
C -3.8009 -4.0806 3.9347
H -8.4571 0.5943 0.5980
H 0.3732 4.1507 0.9700
O 2.8701 0.1886 -1.7417
C -0.1145 3.6858 -3.9195
H 0.2086 4.6739 -4.2474
C -3.2761 -0.1052 4.7497
C 1.0694 -1.1864 -5.3981
H 4.2593 0.3508 1.1911
H -0.9947 5.2137 0.3750
H 1.2640 2.4637 -4.8471
C 0.0960 -1.0388 -0.1220
O 0.9279 5.5444 2.9233
H 5.1653 1.7308 -1.1291
O 2.2300 -6.5558 -0.0794
O 1.0360 0.9803 -0.6232
C 0.0258 0.4024 0.2119
H -0.7396 -1.3128 -0.7661
H -1.4390 0.9254 -1.3334
C 1.0203 2.7186 -3.8158
C -2.8105 -3.1494 -2.2096
C 1.5208 -1.7331 3.3110
C 3.8542 3.3356 -1.5314
H -1.8104 5.3682 3.7751
C -1.3191 1.1297 -0.2694
H 5.9441 3.2604 -0.8703
C -2.9896 -2.9952 2.0892
C 0.9608 4.5371 3.8250
O 3.8865 4.5985 -2.1152
H 3.6889 -0.6908 5.2540
H 1.8884 3.1808 -3.3459
C 5.6002 -1.9901 -1.9426
O -0.6111 -2.4285 -4.4074
C 3.3707 -0.4876 3.0306
H -1.5417 3.5750 -5.5590
H -1.1944 2.1938 -0.0689
C 2.4542 -0.7024 -5.1052
H 0.7365 5.8032 0.3493
H 0.8450 -1.1713 -6.4646
C 2.8160 -4.9533 -2.0678
O 0.7140 -2.6110 3.0541
H 0.2587 0.5103 1.2713
H 5.8362 2.6931 -2.4910
H -4.7358 -0.3890 0.7539
C 8.1859 -2.4349 -2.1521
H -4.8302 -5.3638 2.5271
C 2.9792 -0.3530 4.4988
O 1.3238 -1.1300 -0.8620
H -5.6065 -2.9540 -3.6416
C -7.9356 1.5089 0.8803
C -5.7295 -0.0237 1.0134
O 1.9764 4.1222 4.3614
H 2.8530 -4.1969 1.5511
H 4.1718 -1.2258 3.0682
H -8.5001 2.3756 0.5365
C -0.8061 0.8675 4.8668
H 1.7355 -4.8154 -2.1079
S 6.9424 -2.4837 -0.8541
C 0.7288 -2.5797 -4.7804
H -5.1292 -4.2073 5.7158
H -3.2342 -4.9772 4.1858
O -4.1354 -3.5880 1.7023
S -6.2846 1.4783 0.1197
C 2.8574 -3.9705 0.4849
H 2.9075 0.7325 4.5659
O 3.2318 6.6581 -1.6201
H 7.8665 -2.8302 -3.1164
H -6.4395 -0.8488 0.9576
O -4.1031 2.2799 2.2831
*
```

Here are the Mulliken charges for atoms 1 to 99, given in e:
1 H 0.509
2 H 0.451
3 H 0.342
4 H -0.287
5 H 0.471
6 C -1.136
7 H 0.328
8 H 0.312
9 H 0.038
10 C -0.093
11 S 0.507
12 C -0.220
13 C -1.757
14 H 0.458
15 O -0.651
16 O -0.166
17 H -0.490
18 H 0.447
19 C -0.035
20 H 0.359
21 H -0.725
22 C 0.021
23 H 0.349
24 H 0.598
25 H 0.535
26 H 0.321
27 O -0.075
28 C -0.700
29 O -0.338
30 H -0.545
31 C -0.450
32 O -0.390
33 C 0.206
34 H 0.390
35 H -0.219
36 H 0.289
37 O 0.154
38 O -0.685
39 C -0.799
40 O -0.272
41 O -0.113
42 H 0.125
43 C 1.144
44 C -1.574
45 O -0.359
46 H 0.355
47 H -1.150
48 H 0.544
49 H -0.438
50 C 0.724
51 H 0.514
52 O -0.521
53 H 0.176
54 H 0.118
55 H -0.028
56 O -0.178
57 O -0.387
58 C 0.534
59 C 1.175
60 H 0.143
61 H -0.351
62 H -0.159
63 H 0.034
64 H 0.457
65 C 0.515
66 H 0.338
67 H 0.488
68 O 0.288
69 O -0.375
70 H 0.031
71 O -0.628
72 H 0.353
73 H 0.114
74 H -0.103
75 S 0.845
76 C 0.670
77 H 0.318
78 H -0.381
79 O -0.528
80 C 0.201
81 H 0.318
82 C 0.631
83 C 0.392
84 H 0.233
85 H 0.390
86 H 0.465
87 C 0.904
88 O -0.367
89 H 0.284
90 O -0.678
91 O 0.168
92 C 1.230
93 H -0.804
94 H 0.409
95 C -0.497
96 C -1.002
97 C 0.385
98 C 1.980
99 H 0.300

# 2
Computed, not measured: a 9-piece molecular cluster, C40H73Br16F5N5O6S overall at a distorted geometry, with the ωB97M-V functional and the def2-TZVPD basis.

Values from the calculation:
HOMO-LUMO gap = 8.45 eV
E_HOMO = -10.948 eV

Structure (ORCA input):
```
! wB97M-V def2-TZVPD RIJCOSX def2/J DEFGRID3
* xyz 1 1
H 3.8204 -3.4986 6.1836
N 1.6846 -2.3331 2.5067
H -8.5323 9.3377 -7.7512
Br -8.0800 11.9078 -9.7441
H -8.0464 10.1921 -12.1457
H -6.1743 4.6060 1.4016
Br 6.4603 -4.0770 -5.0751
H 3.5655 -4.6619 4.0334
H -2.6530 -1.3770 5.0102
F 7.3101 -4.7101 3.5052
H 6.0370 -1.2608 0.8777
H 13.0641 -6.0634 -7.2437
C 8.2810 -3.2164 2.0318
C -2.5807 -0.8211 4.0824
H 1.7024 -12.0888 0.7113
C -2.0562 1.9827 2.5700
H -0.7948 -8.1970 3.5765
O 5.6057 -2.8421 -0.3862
O 0.7026 -5.4311 2.7012
C 2.0729 -5.0840 2.5336
H -8.1497 8.9100 -5.3940
H 3.4407 -2.5356 0.4177
H 1.6710 -2.2903 -0.3107
C -1.2383 -7.1295 1.7248
C 0.9785 -11.3592 1.0662
H 13.8171 -4.3319 -5.7122
H 4.0012 -1.4096 4.7215
O -0.9554 0.4367 5.2331
H -9.9488 12.4407 -11.2900
H 2.6498 -6.0125 2.5189
H -3.7503 2.2342 1.2604
H -9.5515 10.5547 -13.0144
H -10.0785 10.7872 -10.6584
Br 7.6034 -0.9219 -3.5928
C -3.3689 1.4836 1.9460
Br -8.9951 7.9406 3.6432
C -7.1903 4.3807 1.0947
C -9.1695 9.8431 -7.0300
C -7.2517 3.6183 -0.2007
H 1.3158 0.8957 1.4142
C 12.3851 -5.2429 -7.0246
C 2.6388 -4.2166 3.6786
H -0.3818 -12.9059 1.6444
C 1.0371 -1.6184 0.2812
H 8.1989 -2.5440 -5.9884
H -7.7535 5.3061 1.0124
H -1.7698 -6.2633 2.1138
C 12.7600 -4.5864 -5.7242
N -1.0815 0.9767 3.0184
Br -6.8858 8.1090 0.2780
H -6.5378 8.1841 3.6699
H -0.9985 -0.8805 2.0151
C 2.8703 -2.7337 3.2755
H -8.2272 3.1799 -0.3838
N 2.9512 -3.1436 6.5862
H 9.6283 -2.3214 -3.8292
C -7.2109 9.7387 4.9838
O 0.9203 -6.6277 4.5902
H -2.2699 2.6682 3.3878
F 8.1151 -2.5075 0.9262
H 5.5370 1.4721 2.2257
H 8.9146 -4.0494 -5.3867
H -10.2503 7.5413 -1.4679
H -6.1958 10.1102 5.1042
H 1.2460 0.3938 3.0802
C 2.9982 -1.7716 4.5118
H -9.2046 6.4596 -0.5282
H 0.8240 -0.7567 -0.3503
H -0.2552 -2.8141 2.7651
C -0.5668 0.1155 1.9493
H -0.8463 0.5488 0.9917
H -9.7172 8.1673 -5.7658
H 4.7154 1.4582 0.5471
C -0.4004 -11.9612 1.1063
F 9.1296 -4.2074 1.7581
N 3.9928 -1.9597 1.0609
C 1.7199 -1.1773 1.5943
H 4.1472 -3.8221 1.9445
H -7.4974 9.1719 5.8636
C -8.7837 10.9591 -12.3589
H 1.4930 -1.8348 6.1645
C 8.2202 -3.2440 -5.1599
C 6.9615 -3.8890 2.5228
O 5.4364 -3.3044 4.5506
H 5.2184 -3.9288 -2.0812
H 1.2902 -10.9789 2.0337
H -2.4444 -1.5025 3.2446
H -8.8507 10.8745 -6.9301
Br 10.6106 -6.0368 -6.9394
C -9.2228 7.3217 -1.1870
C 0.9737 0.0914 2.0706
H 1.9194 -4.2894 4.4822
Br 11.8157 -2.9014 -5.4793
H -3.5340 -0.3248 3.9071
O 6.1971 -1.3674 3.3165
H -0.6895 -6.8536 0.8294
C 0.5028 -6.5516 3.4679
C 3.8344 0.2869 2.0944
H -7.2857 9.5515 2.8264
C -0.2738 -7.6539 2.7953
H 2.1896 -4.6195 1.5554
Br -9.9790 10.1522 -4.2971
Br -10.9400 9.8843 -7.8340
Br -5.9679 2.1545 -0.2359
H -6.9818 4.2654 -1.0334
H 4.9734 -0.9308 -0.4632
H -1.5397 2.5812 1.8178
Br -8.3329 6.7846 -2.8296
S 5.6818 -2.7057 3.2744
H -0.8209 -12.1148 0.1181
H -9.2168 8.9309 0.2202
H -3.2576 0.5545 1.3888
Br -8.0176 3.3973 2.5536
H -1.9754 -7.8910 1.4884
H 3.0294 -0.2706 0.2424
N 0.5455 -2.4876 3.2811
H 3.5923 0.4058 3.1402
C -1.4951 0.2258 4.1755
Br -7.8794 12.3309 -13.3977
F 8.8021 -2.4812 2.9946
H -4.1255 1.3704 2.7196
C 2.4323 -2.2751 5.8306
H 0.4887 -8.3066 2.3655
H 8.3492 -3.2243 -2.9970
Br -1.6462 -10.8264 2.0741
C -7.3240 8.9345 3.7163
H 12.3768 -4.5457 -7.8557
C 5.2499 -1.6901 0.2718
C 8.5765 -2.5936 -3.8513
C 5.1188 -2.9064 -1.7376
C -9.4092 11.5170 -11.1096
Br 1.0861 -9.8665 -0.1802
H 0.1240 -2.1697 0.4846
C -8.5840 8.5365 -0.5727
H 12.5265 -5.2038 -4.8633
H 4.0700 -2.5974 -1.8034
C -9.1695 9.1029 -5.7199
H 0.3433 -1.7162 3.9097
H 5.7234 -2.2408 -2.3530
C 3.1463 -0.7229 1.2286
F 6.3944 -4.6316 1.5658
C 4.7449 1.1209 1.5771
H -8.3790 9.3177 -1.2974
H 2.4216 -0.8787 4.2748
C 4.1116 -2.8004 2.3227
Br -8.3436 11.3168 4.9385
*
```

Here are the Mulliken charges for atoms 1 to 99, given in e:
1 H 0.369
2 N 0.785
3 H 0.408
4 Br -0.131
5 H 0.373
6 H 0.380
7 Br -0.168
8 H 0.913
9 H 0.390
10 F -0.240
11 H 0.303
12 H 0.340
13 C 0.523
14 C -1.042
15 H 0.381
16 C -0.773
17 H 0.442
18 O -0.369
19 O -0.267
20 C -1.129
21 H 0.361
22 H 0.543
23 H 0.122
24 C -1.085
25 C -0.647
26 H 0.361
27 H 0.449
28 O -0.547
29 H 0.387
30 H 0.325
31 H 0.223
32 H 0.361
33 H 0.190
34 Br -0.205
35 C -0.907
36 Br -0.130
37 C -0.293
38 C -0.683
39 C -0.480
40 H 0.457
41 C -0.557
42 C -2.402
43 H 0.345
44 C -1.786
45 H 0.431
46 H -0.005
47 H 0.325
48 C -0.593
49 N 0.403
50 Br -0.168
51 H 0.349
52 H 0.240
53 C 1.470
54 H 0.420
55 N -0.678
56 H 0.191
57 C -0.613
58 O -0.542
59 H 0.429
60 F -0.154
61 H 0.320
62 H 0.023
63 H 0.390
64 H 0.370
65 H 0.259
66 C -0.670
67 H 0.328
68 H 0.522
69 H 0.372
70 C -0.945
71 H 0.742
72 H 0.401
73 H 0.327
74 C -0.531
75 F -0.252
76 N 1.375
77 C 1.357
78 H 1.168
79 H 0.382
80 C -0.632
81 H 0.388
82 C -0.207
83 C 0.796
84 O -0.755
85 H 0.327
86 H 0.366
87 H 0.257
88 H 0.381
89 Br -0.134
90 C -0.615
91 C -1.981
92 H 1.049
93 Br -0.134
94 H 0.269
95 O -0.647
96 H 0.208
97 C 0.241
98 C -0.309
99 H 0.342

# 3
Computed, not measured: a 3-piece molecular cluster, C40H74BBrClN9O7P2 overall at a distorted geometry, with the ωB97M-V functional and the def2-TZVPD basis.

Values from the calculation:
HOMO-LUMO gap = 6.66 eV
E_HOMO = -7.926 eV
energy above the lowest of the compared OMol25 structures with the same formula, charge and spin = 2262.6 kJ/mol
structure (SMILES) = CCOCCOCCOCc1c(CCc2ccccc2)c(CN)c(CB(O)O)c2nc(Cl)c([C@H](Br)CC)nc12.CN(C)P(=O)(N(C)C)N(C)C.CN(C)P(=O)(N(C)C)N(C)C

Structure (ORCA input):
```
! wB97M-V def2-TZVPD RIJCOSX def2/J DEFGRID3
* xyz 0 1
C 1.8725 1.7045 -3.1314
H 1.6709 -3.1649 -3.4165
H -5.8626 1.7972 7.8817
C -6.7527 -2.5946 -4.6435
C 9.4808 -1.6993 -1.4474
H -9.3383 1.5833 2.8075
N -6.8436 1.3781 6.0469
H 1.4419 -2.2612 -6.4569
H 7.6595 1.4011 2.1492
N -4.0417 0.1153 -4.1145
H -7.9267 2.4811 3.3588
C 3.8485 -2.3155 -3.0305
N 9.2024 -0.0600 2.2391
H 4.7306 -1.8924 -3.7141
H 3.5623 -1.4108 -2.3157
C 7.1741 -2.6873 2.3894
H 7.1550 -3.4190 3.2040
C 6.2250 4.1374 -2.1436
H 6.6644 -1.7917 2.7579
H 3.7418 -2.4118 0.2515
H 10.6386 0.2330 3.7518
H 9.5542 -1.1314 4.0468
H -8.6854 -3.9898 -4.5327
H 0.7386 2.6078 0.2818
N 9.7841 -1.6283 -0.0102
H -0.2235 4.7943 -0.0846
N -5.1058 0.2548 -0.9510
H -5.2844 2.8125 5.8796
C 0.7169 2.7475 -2.6175
C -3.7828 0.7457 -1.4702
O -2.9581 -0.2267 3.3862
C 3.4756 4.0839 -3.0113
O -6.5420 -0.8012 5.2550
H -7.9303 -0.7652 1.8134
C -0.7338 2.0657 -2.2725
C 4.6810 1.6542 -2.2936
H 9.6546 -0.7393 -1.9504
H -5.7632 -0.9636 -5.8937
H -8.5773 3.1685 5.8731
C 2.9000 -3.1035 -0.1942
C -3.2293 0.7112 -3.0003
H -2.8485 2.3601 1.8580
H 0.1101 -2.5719 -5.0489
Br -7.9796 0.1812 -5.1628
C 11.1622 -1.1756 0.1398
H -9.0734 2.1748 7.2748
H 8.4353 -1.9812 -1.6074
H 4.6806 0.4925 -2.1092
H -6.4072 -3.0123 -3.5813
H -5.3198 1.6113 4.5759
H 11.6030 -1.5598 1.0574
C 4.8682 4.9235 -2.7034
O 1.9452 -1.3894 -4.5693
H -10.4317 -0.4954 5.0283
H 2.3396 -3.6584 0.6822
H -9.3270 -0.9212 2.9039
H -5.1851 0.4160 6.9931
H 7.1936 4.7650 -1.9174
H -3.8073 -0.7814 3.3754
O -1.8553 -0.9552 1.2268
C 10.0956 -0.5864 3.2658
C -2.7612 1.4264 -0.3338
O 4.3969 -3.4832 -2.3198
H -0.1059 -0.6152 -7.2049
H -8.8238 -2.5745 -5.7702
H -4.4441 1.3745 1.3579
P 8.5157 -0.9338 0.9296
H 3.9780 -4.9979 -0.8664
B -2.6781 0.0456 1.9351
C -9.2699 2.3962 6.2204
H 7.0646 1.9433 -1.5769
H 1.0949 3.4203 -1.7094
N -7.7908 0.3602 3.6130
Cl -7.6132 -0.9171 -1.7548
C -8.2471 1.5474 2.8979
H 0.5135 3.5265 -3.4990
C -5.3873 -0.3895 -3.6765
H -7.8028 -1.7384 3.2682
N 8.5522 -2.3695 1.9812
H 2.9139 -3.3710 -4.8363
H -10.2612 2.8616 6.1553
H -2.1662 1.6853 -5.5938
H 1.7411 0.6629 -2.6147
C -5.8711 -0.2836 -2.1270
H -1.6388 4.4859 0.8703
H -11.3141 0.9408 5.5247
C -1.7445 1.3505 -3.3676
H -0.3275 1.9424 -5.1597
N -9.2014 1.1961 5.3834
O -1.0332 -0.1776 -5.2248
H 2.0943 -2.3640 -0.6735
C 6.0862 2.5000 -1.9683
C -8.4054 -2.8438 -4.6888
H -0.5832 2.2039 1.5666
O 8.4840 0.3150 0.0147
H -7.8318 1.5613 1.8832
C -5.9478 2.2083 5.2501
H 4.9294 6.0828 -2.8656
H -10.3643 0.0178 6.7198
H 6.5938 -3.0777 1.5454
C 2.5622 -2.6318 -3.9967
N -0.6398 4.2400 0.6958
H -6.5054 2.9382 4.6668
C -6.3699 -1.0166 -4.8671
H -6.3150 -3.3275 -5.4590
H 7.5742 0.3215 3.5461
H 11.2417 -0.0807 0.1322
C -1.2585 1.2534 -4.9644
H -2.4130 -1.7655 1.0128
H 9.0422 -4.3935 2.3765
H 8.7877 1.6204 3.4755
H 2.5141 -4.5643 -1.9712
C -0.4129 2.7506 0.5450
C -10.3880 0.3789 5.6851
C 9.2010 -3.6282 1.6067
C 3.3314 2.4326 -2.8037
P -7.7792 0.1280 5.3147
C -8.2371 -0.8192 2.8638
H -6.7316 0.2670 7.8490
C -1.2897 2.0698 -0.6952
C 0.8743 -1.8142 -5.5085
H -8.9803 -2.2554 -3.8566
H 10.8619 -1.2539 2.8731
C 3.4206 -4.0865 -1.3991
C -3.2706 1.4502 1.2475
H 0.9822 0.4106 -5.9946
C 8.2619 0.8612 2.8859
C -6.1146 0.9416 7.2472
H 10.0965 -2.4601 -1.9376
H 10.2876 -3.5175 1.5451
H 8.8184 -4.0228 0.6594
H 1.8034 1.6637 -4.3114
H 2.5483 4.7158 -3.3898
C 0.1540 -0.4146 -6.0614
H 11.8078 -1.5646 -0.6559
*
```

Here are the Mulliken charges for atoms 1 to 99, given in e:
1 C 0.596
2 H 0.218
3 H 0.358
4 C -0.256
5 C -1.153
6 H 0.296
7 N 0.173
8 H 0.305
9 H 0.269
10 N -0.311
11 H 0.271
12 C 0.242
13 N 0.115
14 H 0.307
15 H -0.231
16 C -1.178
17 H 0.347
18 C -0.479
19 H 0.323
20 H 0.165
21 H 0.341
22 H 0.306
23 H 0.310
24 H 0.316
25 N 0.165
26 H 0.291
27 N -0.283
28 H 0.411
29 C -0.755
30 C 0.363
31 O -0.584
32 C -0.338
33 O -0.863
34 H 0.203
35 C 0.625
36 C -0.335
37 H 0.343
38 H 0.392
39 H 0.265
40 C -0.706
41 C 0.312
42 H 0.252
43 H 0.303
44 Br -0.100
45 C -1.076
46 H 0.308
47 H 0.349
48 H 0.100
49 H 0.241
50 H 0.430
51 H 0.254
52 C -0.391
53 O -0.150
54 H 0.342
55 H 0.342
56 H 0.329
57 H 0.312
58 H 0.288
59 H 0.280
60 O -0.533
61 C -0.842
62 C 0.353
63 O -0.435
64 H 0.249
65 H 0.304
66 H 0.154
67 P 0.918
68 H 0.290
69 B 0.570
70 C -0.932
71 H 0.291
72 H 0.361
73 N 0.344
74 Cl -0.158
75 C -0.956
76 H 0.283
77 C 0.168
78 H 0.349
79 N 0.041
80 H 0.228
81 H 0.375
82 H 0.347
83 H 0.243
84 C 0.079
85 H 0.257
86 H 0.353
87 C -0.008
88 H 0.346
89 N 0.034
90 O -0.252
91 H 0.147
92 C -0.302
93 C -0.993
94 H 0.217
95 O -0.802
96 H 0.295
97 C -1.244
98 H 0.277
99 H 0.349